No. 1
Formula: C25H47AsO6P2PdS2Si3
Source: the Open Molecules 2025 dataset
Level of theory: wB97M-V/def2-TZVPD

Geometry as XYZ:
```
87
Properties=species:S:1:pos:R:3
Pd 0.5623 -0.9594 0.1854
C 4.2279 -2.4127 -0.6147
P 2.7374 -1.8580 0.3720
C 3.5790 -0.6145 1.4396
C 2.7133 -3.1760 1.6872
C 3.8682 -3.5997 2.3319
C 3.8068 -4.3874 3.4770
C 2.5672 -4.7327 3.9947
C 1.4046 -4.3422 3.3397
C 1.4561 -3.5929 2.1675
P -0.0150 -3.0755 1.1896
C 0.1430 -4.2948 -0.1759
C -1.4206 -3.8387 2.0807
H 5.1688 -2.3700 -0.0563
H 4.3141 -1.7660 -1.4895
H 4.0741 -3.4332 -0.9709
H 4.5745 -0.9293 1.7694
H 2.9400 -0.4641 2.3085
H 3.6503 0.3322 0.9122
H 4.8365 -3.2893 1.9538
H 4.7174 -4.7057 3.9718
H 2.4995 -5.3141 4.9077
H 0.4469 -4.6360 3.7497
H 0.3871 -5.2937 0.1966
H 0.9056 -3.9581 -0.8780
H -0.8204 -4.3086 -0.6888
H -1.2013 -4.8460 2.4468
H -2.2261 -3.8783 1.3462
H -1.7600 -3.2055 2.9003
O -1.2770 -1.5145 -1.8822
S -2.2385 -0.6037 -1.3129
O -1.9258 0.7868 -1.7601
O -2.4087 -0.6796 0.1140
C -3.8808 -0.8675 -2.0100
C -4.3264 0.1241 -2.8843
C -5.6090 0.1102 -3.4013
C -6.4759 -0.9084 -3.0359
C -6.0332 -1.9098 -2.1921
C -4.7367 -1.9245 -1.6748
S -4.4001 -3.3916 -0.6431
O -5.1978 -4.4245 -1.2980
O -4.8924 -3.0263 0.6736
O -2.9743 -3.6290 -0.7258
H -3.6442 0.9218 -3.1423
H -5.9237 0.8969 -4.0774
H -7.4918 -0.9335 -3.4145
H -6.6841 -2.7321 -1.9289
C -1.1661 4.5192 -0.4763
Si -1.4974 2.6671 -0.9876
C -3.1085 2.4828 -0.0108
C -1.5759 3.0755 -2.8543
As 0.5323 1.5935 0.0078
Si 0.9997 2.7925 1.9882
C 2.8180 2.6224 2.5198
C 0.6935 4.6620 2.1282
C -0.0769 1.9707 3.2973
Si 2.0225 2.2013 -1.6961
C 3.8457 1.8665 -1.2940
C 1.5680 1.0930 -3.1436
C 1.9854 4.0019 -2.2882
H -1.9100 5.1175 -1.0207
H -0.1794 4.9136 -0.7322
H -1.3375 4.6999 0.5864
H -3.9317 2.7287 -0.6925
H -3.1430 3.1879 0.8230
H -3.2766 1.4734 0.3586
H -2.6369 3.2846 -3.0426
H -1.2831 2.2671 -3.5185
H -1.0254 3.9848 -3.1023
H 3.5237 2.6239 1.6913
H 2.9836 1.7119 3.0939
H 3.0607 3.4725 3.1651
H 1.1072 5.2420 1.3028
H 1.1818 4.9863 3.0538
H -0.3657 4.9010 2.2112
H -0.1338 0.8933 3.1288
H -1.0945 2.3665 3.2611
H 0.3284 2.1545 4.2972
H 4.0513 0.7956 -1.2671
H 4.1812 2.3071 -0.3557
H 4.4492 2.3007 -2.0987
H 1.3349 0.0827 -2.7989
H 2.3996 1.0478 -3.8547
H 0.6878 1.4707 -3.6645
H 2.2816 4.7062 -1.5075
H 0.9972 4.2857 -2.6464
H 2.6925 4.1010 -3.1193
```

Summary:
total charge = -2
energy above the lowest of the compared OMol25 structures with the same formula, charge and spin = 78.2 kJ/mol
HOMO-LUMO gap = 5.11 eV
multiplicity = 1


No. 2
Formula: C25H47AuBr2NO3Si2
Source: the Open Molecules 2025 dataset
Level of theory: wB97M-V/def2-TZVPD

Geometry as XYZ:
```
81
Properties=species:S:1:pos:R:3
O -1.8735 -2.1049 -1.5802
O 1.0332 1.8198 -5.2446
C -0.6389 -2.8645 -1.7924
C -0.9627 -4.3398 -1.7410
H 0.0447 -2.5865 -0.9595
H -0.1725 -2.6181 -2.7532
H -1.2760 -4.6517 -0.7439
H -0.0846 -4.9302 -1.9998
H -1.7542 -4.6253 -2.4345
C -2.1095 -0.9881 -2.4733
C -1.5681 -1.1197 -3.8863
H -1.7104 -0.0735 -2.0097
H -3.1972 -0.8876 -2.4986
H -0.5489 -0.7295 -3.9186
H -2.1631 -0.5075 -4.5718
H -1.5801 -2.1364 -4.2866
C 0.6434 2.7364 -4.2225
C 2.4102 1.4847 -5.0757
C -0.8193 3.0802 -4.3973
H 1.2486 3.6634 -4.2939
H 0.8245 2.3181 -3.2059
H -0.9886 3.4691 -5.4034
H -1.0989 3.8391 -3.6665
H -1.4418 2.1949 -4.2549
C 2.8412 0.6282 -6.2466
H 2.5719 0.9444 -4.1166
H 3.0397 2.4007 -5.0385
H 2.1557 -0.2099 -6.3848
H 3.8507 0.2521 -6.0774
H 2.8327 1.2420 -7.1508
H 2.0045 0.8640 -0.4265
Au -1.3938 -1.6878 0.6490
C 2.8676 0.4708 -0.9030
Si 4.1667 0.8629 0.3786
H 2.7399 -0.6025 -1.1064
H 3.1070 0.9733 -1.8524
C 5.7946 0.0657 -0.1055
C 3.5772 0.2503 2.0559
C 4.3821 2.7362 0.3373
C -3.0715 -2.0486 1.7553
Si -3.8574 -0.3669 1.3609
H -2.7548 -2.2615 2.7927
H -3.5845 -2.9215 1.2944
C -5.1981 -0.7791 0.0999
C -2.8836 1.1137 0.6657
C -4.4663 0.1178 3.0796
H 3.8397 3.2075 -0.5009
H 5.4461 3.0027 0.2389
H 4.0019 3.1786 1.2721
H 5.7932 -1.0019 0.1562
H 6.5878 0.5690 0.4675
H 6.0084 0.1713 -1.1801
H 2.9766 -0.6748 2.0206
H 2.9703 1.0154 2.5658
H 4.4689 0.0556 2.6724
H -3.3360 1.4309 -0.2858
H -1.8139 0.9290 0.4814
H -2.9557 1.9654 1.3596
H -5.1200 0.9988 3.0255
H -3.6261 0.3484 3.7507
H -5.0359 -0.7094 3.5275
H -6.1420 -0.2808 0.3617
H -5.3932 -1.8599 0.0569
H -4.9185 -0.4523 -0.9108
Br 1.4775 -4.1638 4.6484
C 0.6773 -2.4897 4.9446
C 0.3586 -2.0651 6.2273
C -0.2053 -0.8077 6.4718
Br -0.6770 -0.3386 8.2621
C -0.4243 0.1138 5.4141
C -0.9585 1.4201 5.5875
C -1.1057 2.2395 4.4908
C -0.7972 1.7338 3.2184
N -0.3334 0.5112 3.0259
C -0.1240 -0.3005 4.0666
C 0.2962 -1.6938 3.7737
O 0.2340 -2.1600 2.6096
H 0.5476 -2.7302 7.0576
H -1.2424 1.7452 6.5859
H -1.4656 3.2649 4.5679
H -0.9474 2.3408 2.3223
```

Summary:
total charge = +1
HOMO-LUMO gap (alpha / beta) = 7.89 / 6.29 eV
multiplicity = 3


No. 3
Formula: C25H47BeBr2NO3Si2
Source: the Open Molecules 2025 dataset
Level of theory: wB97M-V/def2-TZVPD

Geometry as XYZ:
```
81
Properties=species:S:1:pos:R:3
O -1.5817 1.8022 0.2122
O -1.4227 0.7684 -4.6229
C -3.0286 1.6067 0.2586
C -3.7434 2.6369 1.1113
H -3.2012 0.6450 0.6429
H -3.4084 1.6682 -0.7678
H -3.4842 2.4882 2.1801
H -4.8298 2.4556 1.0211
H -3.5599 3.6854 0.8074
C -0.9619 2.6603 -0.8012
C -1.8985 3.2168 -1.8585
H -0.1831 2.0716 -1.2793
H -0.4939 3.4544 -0.2441
H -2.1302 2.4649 -2.6306
H -1.3510 4.0182 -2.3992
H -2.8098 3.6904 -1.4696
C -0.0255 0.4570 -4.5258
C -2.2265 -0.3899 -4.6975
C 0.8095 1.7048 -4.7294
H 0.1979 -0.2510 -5.3319
H 0.2530 -0.0359 -3.5592
H 0.5480 2.1804 -5.6720
H 1.8569 1.4046 -4.7783
H 0.6964 2.4320 -3.9197
C -3.4600 -0.0268 -5.5206
H -2.5366 -0.7971 -3.7254
H -1.6790 -1.1719 -5.2380
H -3.9764 0.8758 -5.1473
H -4.1679 -0.8625 -5.5136
H -3.1595 0.1530 -6.5622
H -0.8057 -1.1732 0.3103
Be 0.5408 0.2865 2.2943
C -1.4386 -1.2264 -0.5934
Si -0.9837 -3.1324 -0.4359
H -2.3736 -0.7281 -0.3174
H -1.0436 -0.5496 -1.3633
C -2.7329 -3.6142 -0.9371
C -0.5350 -3.9598 1.2386
C 0.4935 -3.2668 -1.5943
C 0.4308 1.9413 2.4353
Si 2.0841 2.5132 1.7494
H 0.3074 2.1129 3.4817
H -0.4666 2.2904 1.8816
C 1.7864 4.3654 1.7541
C 2.6453 1.9841 0.0176
C 3.3920 1.9571 2.9862
H 0.4686 -2.4210 -2.2962
H 0.4908 -4.1903 -2.1910
H 1.4684 -3.2150 -1.0847
H -3.3886 -3.1376 -0.2089
H -2.9542 -4.6701 -0.9836
H -2.9121 -3.1556 -1.9003
H -1.0799 -3.5053 2.0860
H 0.5351 -3.9009 1.5111
H -0.7739 -5.0402 1.2674
H 2.7917 2.8993 -0.5747
H 1.9267 1.3382 -0.5029
H 3.6104 1.4651 0.0915
H 4.3034 2.5457 2.8136
H 3.6392 0.8881 2.9135
H 3.0216 2.1578 4.0031
H 2.7292 4.8788 1.9609
H 1.0579 4.5727 2.5489
H 1.3799 4.6884 0.7893
Br -1.4966 -2.3359 5.4586
C 0.2572 -2.3083 4.7790
C 1.3289 -3.0657 5.3379
C 2.5574 -3.1171 4.6934
Br 3.9910 -4.1194 5.4838
C 2.8517 -2.4267 3.4496
C 3.9260 -2.5482 2.5785
C 3.9188 -1.9216 1.3745
C 2.8237 -1.1335 0.9846
N 1.8358 -0.8093 1.8758
C 1.8093 -1.5326 3.0304
C 0.5248 -1.4838 3.6785
O -0.3575 -0.6495 3.1291
H 1.1612 -3.5894 6.2417
H 4.7932 -3.1404 2.9133
H 4.7239 -2.0454 0.6368
H 2.6938 -0.7775 -0.0356
```

Summary:
energy above the lowest of the compared OMol25 structures with the same formula, charge and spin = 0.0 kJ/mol
HOMO-LUMO gap = 6.85 eV
multiplicity = 1